{"formula": "C5H14", "method": "ωB97M-V/def2-TZVPD", "e_lumo_ev": [-3.11, -10.20], "charge": 1, "relative_energy_ev": 0.1441, "s_squared": 0.753, "spin_multiplicity": 2, "e_homo_ha": [-0.55195, -0.55176], "energy_ha": -198.48167, "symbols": ["C", "C", "C", "H", "H", "H", "H", "H", "H", "H", "H", "C", "C", "H", "H", "H", "H", "H", "H"], "coordinates": [[0.79809, 0.35883, -1.11833], [1.32016, -0.03542, -2.69010], [-0.37316, 1.23032, -1.28216], [0.52571, -0.54684, -0.57514], [1.67018, 0.85551, -0.71973], [1.79407, 0.87601, -3.03149], [-1.18603, 0.94798, -1.94608], [0.52062, -0.31374, -3.36498], [1.92904, -0.89945, -2.41558], [-0.80861, 1.16063, -0.25127], [-0.20268, 2.29275, -1.50666], [-0.04600, -0.61572, 2.63206], [-1.44732, -0.85702, 2.07997], [0.18262, -1.11555, 3.57546], [0.67816, -1.01149, 1.90621], [0.12925, 0.45117, 2.82179], [-1.67016, -1.91710, 2.02984], [-2.24679, -0.51643, 2.73664], [-1.56715, -0.34446, 1.11954]], "forces_ev_per_angstrom": [[-0.40, 0.02, 1.46], [-0.40, 0.09, -0.99], [-0.21, 1.49, -1.08], [0.45, -0.28, -0.41], [0.27, -0.09, 0.19], [0.25, 0.00, 0.12], [-0.28, -0.60, 0.13], [-0.23, -0.08, 0.15], [0.13, 0.11, 0.27], [-0.05, -0.28, 0.13], [0.46, -0.40, 0.10], [0.12, 0.15, -0.10], [-0.15, -0.06, 0.81], [-0.34, -0.12, -0.09], [0.12, 0.29, 0.19], [0.11, -0.19, -0.25], [0.19, -0.24, -0.64], [0.14, 0.50, 0.07], [-0.19, -0.32, -0.05]], "mulliken_charge": [0.00, -0.81, -0.90, 0.27, 0.32, 0.37, 0.38, 0.40, 0.32, 0.22, 0.38, -0.75, -0.65, 0.35, 0.18, 0.26, 0.29, 0.33, 0.07]}

---

{"formula": "C5H14", "method": "ωB97M-V/def2-TZVPD", "e_lumo_ev": [-2.97, -10.59], "charge": 1, "relative_energy_ev": 0.2982, "s_squared": 0.753, "spin_multiplicity": 2, "e_homo_ha": [-0.58557, -0.57224], "energy_ha": -198.47600, "symbols": ["C", "C", "H", "H", "H", "H", "H", "H", "C", "C", "C", "H", "H", "H", "H", "H", "H", "H", "H"], "coordinates": [[-0.57131, -1.40690, -0.95491], [-0.77168, -2.77396, -1.56926], [0.42205, -1.17737, -0.53873], [-0.82391, -0.66433, -1.68926], [-1.21295, -1.23536, -0.05397], [-1.58112, -2.77160, -2.29190], [-0.97163, -3.53172, -0.83405], [0.17283, -3.08078, -2.03716], [0.00164, 1.53913, 0.72268], [0.25000, 1.91099, 2.14192], [1.11630, 1.18890, -0.15327], [-0.72553, 2.18556, 0.22246], [-0.61436, 0.55044, 0.81483], [0.62646, 2.94589, 2.18226], [-0.68989, 1.89361, 2.69102], [2.02533, 1.80605, -0.02111], [0.83370, 1.18450, -1.20142], [0.97688, 1.29075, 2.65807], [1.53719, 0.14618, -0.08821]], "forces_ev_per_angstrom": [[-0.21, 0.05, 0.29], [0.45, 0.09, 0.34], [0.06, -0.47, -0.24], [0.05, 0.61, -0.22], [-0.05, -0.03, -0.05], [0.08, -0.02, -0.15], [-0.14, -0.34, 0.40], [-0.21, 0.06, -0.29], [1.03, 0.53, 0.43], [-0.42, -0.34, 0.19], [0.17, -0.41, -1.16], [-0.53, -0.22, -0.08], [-0.35, -0.17, -0.33], [-0.01, 0.16, -0.07], [0.02, 0.21, 0.18], [-0.01, -0.14, 0.44], [-0.19, 0.28, -0.13], [0.19, -0.09, -0.07], [0.09, 0.27, 0.54]], "mulliken_charge": [-0.43, -1.07, 0.03, 0.37, 0.29, 0.32, 0.33, 0.30, 0.50, -1.22, -1.12, 0.36, -0.03, 0.36, 0.40, 0.34, 0.43, 0.36, 0.48]}

---

{"formula": "C5H14AsN6O2SSc", "method": "ωB97M-V/def2-TZVPD", "e_lumo_ev": -7.84, "charge": 2, "relative_energy_ev": 0.0000, "e_homo_ha": -0.57521, "energy_ha": -4072.03363, "symbols": ["Sc", "N", "N", "C", "N", "N", "N", "O", "O", "H", "H", "H", "H", "H", "C", "As", "C", "C", "H", "H", "H", "H", "H", "H", "H", "H", "H", "S", "C", "N"], "coordinates": [[-0.04337, 0.04785, 0.28561], [-1.00184, 2.09947, 1.71896], [-2.30211, 1.78579, 2.17105], [-2.91178, 0.68951, 1.69883], [-4.07097, 0.28035, 2.15013], [-2.18440, 0.09715, 0.72768], [-2.36617, -1.16554, 0.30973], [-3.34929, -1.81327, 0.47257], [-1.32211, -1.56045, -0.28902], [-0.36918, 2.08078, 2.51791], [-1.01321, 3.04928, 1.35185], [-2.73471, 2.37237, 2.87156], [-4.54673, 0.74623, 2.90995], [-4.51595, -0.52873, 1.73804], [1.68378, 0.74522, -3.41634], [1.86901, -0.21351, -1.73802], [1.90975, -2.07577, -2.28752], [3.70142, 0.13682, -1.20576], [2.48419, 0.43948, -4.08761], [1.75055, 1.81799, -3.24681], [0.72473, 0.50857, -3.87328], [2.67844, -2.20785, -3.04668], [0.94412, -2.36573, -2.69801], [2.13781, -2.70672, -1.42995], [4.36939, -0.15004, -2.01569], [3.93971, -0.44471, -0.31694], [3.83316, 1.19480, -0.98777], [-0.13278, -1.41874, 4.55011], [0.26488, -0.92313, 3.13342], [0.57369, -0.51745, 2.03200]], "forces_ev_per_angstrom": [[-0.03, 0.45, 0.69], [0.17, 0.03, -0.06], [-0.01, -0.02, -0.02], [0.09, 0.02, 0.02], [-0.09, -0.03, 0.01], [0.43, 0.03, -0.37], [-0.90, -0.20, 0.25], [0.24, -0.01, -0.08], [0.01, -0.22, -0.19], [-0.03, -0.01, 0.02], [-0.01, -0.01, -0.03], [-0.02, 0.01, -0.01], [0.03, 0.01, 0.01], [0.01, -0.01, 0.00], [-0.08, 0.01, 0.08], [0.25, -0.03, -0.29], [-0.08, 0.00, 0.08], [-0.07, 0.01, 0.10], [0.03, -0.04, 0.03], [0.00, 0.00, 0.01], [0.00, 0.00, 0.00], [0.02, 0.05, 0.00], [0.00, 0.01, 0.00], [0.01, 0.00, -0.01], [-0.04, -0.02, -0.04], [0.01, 0.00, -0.01], [-0.01, 0.00, -0.01], [0.02, 0.02, -0.09], [0.11, -0.02, 0.12], [-0.06, -0.02, -0.22]], "mulliken_charge": [0.93, -0.51, -0.11, 0.66, -0.30, -0.54, 1.52, -0.57, -0.69, 0.31, 0.30, 0.18, 0.23, 0.22, -1.07, 0.54, -1.07, -1.07, 0.37, 0.37, 0.37, 0.40, 0.37, 0.37, 0.38, 0.36, 0.37, -0.24, 0.54, -0.62]}